# 1
Molecular formula: C3H3N5
Method: DFT, ωB97M-V/def2-TZVPD

The geometry in XYZ format:
```
11
Properties=species:S:1:pos:R:3
H -0.167 1.313 2.307
N -1.061 1.310 1.602
C -0.552 1.099 0.433
N 0.808 1.137 0.039
C 1.469 0.124 -0.381
N 1.044 -1.291 -0.677
C -0.262 -1.432 -0.518
N -1.368 -0.626 -0.868
N -1.629 0.553 -0.498
H 2.437 0.200 -0.949
H -0.720 -2.386 -0.489
```

Computed properties:
ΔE to the lowest compared entry with this formula, charge and spin	3.351	eV
molar mass	109.09	g/mol
HOMO-LUMO gap	0.316	hartree
highest occupied orbital energy	-10.0	eV
LUMO	-1.4	eV

=====

# 2
Molecular formula: C3H3N5
Method: DFT, ωB97M-V/def2-TZVPD

The geometry in XYZ format:
```
11
Properties=species:S:1:pos:R:3
C 0.255 0.575 0.319
C 1.434 0.159 0.855
C 2.229 -0.301 1.548
H -0.659 -2.174 -0.187
H -1.923 -0.738 -2.546
H 2.846 -0.738 2.578
N -0.466 -1.271 -1.413
N -0.683 -0.169 -0.444
N -1.709 0.852 -0.805
N -1.271 1.976 -0.264
N -0.053 1.829 0.359
```

Computed properties:
ΔE to the lowest compared entry with this formula, charge and spin	11.603	eV
molar mass	109.09	g/mol
HOMO-LUMO gap	0.277	hartree
highest occupied orbital energy	-9.8	eV
LUMO	-2.3	eV

=====

# 3
Molecular formula: C3H3N5
Method: DFT, ωB97M-V/def2-TZVPD

The geometry in XYZ format:
```
11
Properties=species:S:1:pos:R:3
C 1.510 -0.010 0.061
C 0.760 -1.150 0.072
C -0.602 -0.695 -0.011
N -1.850 -1.084 -0.032
N -2.550 0.032 0.031
N -1.842 1.057 0.106
N -0.570 0.680 -0.011
N 0.705 1.119 -0.002
H 2.505 0.239 0.054
H 1.158 -2.187 0.172
H 0.776 1.999 -0.440
```

Computed properties:
ΔE to the lowest compared entry with this formula, charge and spin	2.192	eV
molar mass	109.09	g/mol
HOMO-LUMO gap	0.367	hartree
highest occupied orbital energy	-9.4	eV
LUMO	0.6	eV